# 1
{"formula": "C4H13N2O2", "method": "wB97M-V/def2-TZVPD", "elements": ["C", "C", "C", "O", "N", "C", "N", "H", "H", "H", "H", "H", "H", "H", "H", "H", "H", "H", "H", "H", "O"], "xyz": [[-0.5532, -0.7544, 1.5930], [-1.1283, 0.6848, 1.1648], [0.1200, 1.7629, 1.1737], [1.0943, 1.4845, 0.4102], [0.2476, -1.3673, 0.5401], [-0.4711, -2.0362, -0.6365], [-0.5544, -1.4268, -1.8931], [0.0293, -0.5852, 2.4565], [-1.2554, -1.4206, 2.0466], [-1.6942, 0.4625, 0.2448], [-1.8280, 1.0780, 2.0289], [-0.4013, 2.8245, 1.1305], [0.4701, 1.7598, 2.1615], [0.8620, -0.5586, 0.1153], [0.0632, -3.0659, -0.6711], [-1.5256, -2.4136, -0.1944], [0.3200, -0.8971, -2.1046], [-1.4052, -0.8991, -1.9933], [0.7369, 1.7244, -1.0301], [2.0641, 1.3796, -1.7741], [1.1442, 1.2939, -1.9995]], "atomic_forces_ev_per_a": [[-0.3, 2.1, -1.4], [0.2, -0.4, 2.6], [-4.6, 0.5, 0.9], [2.2, 0.1, -3.0], [0.8, 1.3, -2.0], [-0.6, -3.3, 4.1], [0.8, 0.3, -0.8], [1.5, 0.4, 0.9], [-1.2, -0.8, -0.5], [0.2, 0.9, 0.1], [0.8, -0.8, -1.6], [0.5, -1.0, -0.5], [0.0, -0.2, 2.6], [-1.4, -1.7, 1.2], [-0.5, 1.5, -0.5], [1.9, 1.2, -1.2], [-1.4, 0.0, 0.1], [0.4, 0.6, -0.1], [1.8, -2.0, -1.3], [0.5, 0.0, 0.2], [-1.7, 1.2, 0.6]], "spin_multiplicity": 1, "total_energy_ha": -420.13491, "charge": -1, "gap_ev": 7.9, "relative_energy_ev": 2.284}


# 2
{"formula": "C5H10O", "method": "wB97M-V/def2-TZVPD", "elements": ["C", "C", "C", "C", "C", "O", "H", "H", "H", "H", "H", "H", "H", "H", "H", "H"], "xyz": [[-2.1111, 0.4247, -0.0713], [-0.9258, -0.4737, -0.4145], [0.3295, -0.3798, 0.4859], [1.5641, -0.9574, -0.0497], [1.8365, 0.4879, 0.1257], [1.1135, 1.4200, -0.6689], [-1.8562, 1.4757, -0.2321], [-2.4139, 0.2943, 0.9741], [-2.9862, 0.1980, -0.6944], [-1.2428, -1.5288, -0.2730], [-0.6904, -0.3957, -1.4835], [0.1101, -0.3095, 1.5346], [2.0553, -1.5779, 0.7031], [1.5768, -1.3805, -1.0469], [2.9215, 0.7673, 0.1311], [0.7125, 1.9565, 0.0301]], "atomic_forces_ev_per_a": [[0.1, 0.1, 0.1], [0.3, 0.2, 0.2], [0.1, -0.4, 0.7], [-0.2, -0.4, -0.3], [-1.0, -0.2, -0.8], [0.7, 1.1, -1.0], [-0.1, -0.1, 0.0], [0.1, 0.1, -0.1], [0.3, 0.0, 0.1], [0.2, 0.3, 0.1], [0.2, 0.2, 0.4], [0.1, -0.8, 0.4], [0.5, 0.3, -0.3], [-0.3, -0.4, -0.1], [-1.0, -0.1, 1.6], [0.0, 0.0, -0.8]], "spin_multiplicity": 1, "total_energy_ha": -271.60073, "gap_ev": 8.9, "smiles": "CC[C@H]1C[C@H]1O", "relative_energy_ev": 4.133}


# 3
{"formula": "C4H6N2OS", "method": "wB97M-V/def2-TZVPD", "elements": ["C", "C", "C", "C", "H", "H", "H", "H", "H", "H", "N", "N", "O", "S"], "xyz": [[-0.9087, 1.2696, -0.0788], [1.2670, 0.1635, 0.3859], [0.7403, -1.0676, -0.2968], [-1.5522, -0.1206, -0.0077], [0.7982, 2.2301, 0.0585], [2.3182, 0.3298, 0.0981], [1.2581, 0.0759, 1.4950], [1.2229, -1.9676, 0.1470], [1.0342, -0.9715, -1.3646], [-1.1602, -2.0554, -0.1624], [0.4549, 1.2966, -0.0494], [-0.6981, -1.1644, -0.1315], [-1.5980, 2.2612, -0.2014], [-3.1765, -0.2796, 0.1082]], "atomic_forces_ev_per_a": [[-0.7, 0.2, -0.1], [0.2, 0.6, 0.8], [0.6, -0.5, -0.2], [0.1, -0.1, -0.4], [0.4, 0.3, 0.0], [-0.5, 0.0, 0.0], [-0.1, -0.1, -0.5], [-0.4, 0.5, -0.4], [-0.3, -0.4, 0.4], [0.1, -0.3, 0.0], [-0.1, -0.2, 0.1], [-0.2, 0.4, 0.2], [0.6, -0.4, 0.1], [0.3, -0.1, 0.1]], "spin_multiplicity": 1, "total_energy_ha": -738.96888, "gap_ev": 8.5, "smiles": "O=C1NCCNC1=S", "relative_energy_ev": 0.974}


# 4
{"formula": "CH4N2S", "method": "wB97M-V/def2-TZVPD", "elements": ["C", "H", "H", "H", "H", "N", "N", "S"], "xyz": [[0.6119, -0.0053, -0.4861], [-1.6121, 1.4549, 1.5150], [-0.9499, -1.0487, 0.6689], [0.6746, 0.9969, -0.9825], [1.8539, -1.7697, -0.2557], [-0.5028, -0.0982, 0.3222], [1.5817, -0.7747, -0.8953], [-1.6573, 1.2448, 0.1135]], "atomic_forces_ev_per_a": [[1.7, -0.6, -1.8], [-0.4, 0.3, -1.7], [1.6, 2.7, -1.3], [-0.4, -0.7, 0.5], [-1.9, 3.5, -2.3], [-1.7, -1.5, 0.5], [0.1, -2.3, 3.6], [1.0, -1.4, 2.6]], "spin_multiplicity": 1, "total_energy_ha": -548.12042, "gap_ev": 9.5, "smiles": "[H]/N=C\\NS", "relative_energy_ev": 2.488}


# 5
{"formula": "C2F6NO4S2Sr", "method": "wB97M-V/def2-TZVPD", "elements": ["O", "Sr", "N", "S", "O", "C", "F", "F", "F", "S", "O", "O", "C", "F", "F", "F"], "xyz": [[-2.4617, -1.2905, -3.6086], [-1.3199, -0.4000, -2.1521], [-2.1616, 3.5587, -1.0390], [-3.1393, 2.8661, -2.2367], [-4.0226, 3.9022, -2.8551], [-4.2781, 1.9843, -1.0374], [-4.8384, 2.8227, -0.1832], [-3.5960, 1.0639, -0.3726], [-5.2287, 1.3939, -1.7505], [-0.7420, 2.9553, -0.7660], [-0.6251, 1.4876, -1.0501], [-0.2188, 3.3647, 0.5257], [0.4425, 3.6592, -2.0278], [0.0303, 3.3367, -3.2437], [0.4775, 4.9731, -1.9111], [1.6488, 3.1626, -1.8259]], "atomic_forces_ev_per_a": [[0.4, 0.4, 0.5], [-0.9, -2.1, -1.2], [0.1, -0.4, -0.4], [-0.2, 0.9, -0.3], [1.1, -1.0, 0.9], [0.0, 0.9, -1.0], [-0.2, 0.1, 0.4], [0.4, -0.6, 0.5], [-0.2, -0.2, 0.1], [-0.3, -0.8, 0.9], [0.3, 2.9, 0.7], [-0.4, -0.1, -1.3], [-1.0, -0.3, 1.0], [0.0, -0.1, -0.6], [0.2, 0.5, -0.1], [0.7, -0.1, -0.1]], "spin_multiplicity": 1, "total_energy_ha": -1858.20286, "charge": -1, "gap_ev": 5.0}


# 6
{"formula": "C4H7NS", "method": "wB97M-V/def2-TZVPD", "elements": ["C", "C", "C", "C", "H", "H", "H", "H", "H", "H", "H", "N", "S"], "xyz": [[-2.7834, 0.6794, -0.1308], [0.9956, -0.1152, -0.0287], [2.3166, 0.6394, -0.0698], [3.3320, -0.2748, -0.0711], [-3.7478, 0.1444, -0.3841], [-2.4092, 1.5107, -0.7822], [-2.8138, 1.0645, 0.9098], [1.2036, -1.1368, -0.3481], [2.5511, 1.7478, 0.1558], [3.0687, -1.2665, -0.0164], [4.3311, 0.2504, 0.1761], [-0.1491, 0.3697, 0.2187], [-1.5190, -0.6547, 0.0350]], "atomic_forces_ev_per_a": [[0.5, -0.3, 1.1], [0.6, 1.6, -0.6], [0.4, -1.2, 1.3], [1.0, 5.9, 1.0], [1.1, 1.0, 0.0], [-0.7, -1.1, 0.2], [-0.5, 0.1, -0.7], [-0.6, -0.3, 0.1], [-1.0, -2.0, -0.7], [0.3, -2.3, -0.2], [-1.2, -1.9, -0.8], [-0.1, -0.1, -0.3], [0.1, 0.5, -0.4]], "spin_multiplicity": 1, "total_energy_ha": -609.46436, "gap_ev": 8.9, "smiles": "C=C/C=N/SC", "relative_energy_ev": 2.561}


Q: Number 4 is which compound?
A: CH4N2S


Please write out number 6 again, unchanged.
{"formula": "C4H7NS", "method": "wB97M-V/def2-TZVPD", "elements": ["C", "C", "C", "C", "H", "H", "H", "H", "H", "H", "H", "N", "S"], "xyz": [[-2.7834, 0.6794, -0.1308], [0.9956, -0.1152, -0.0287], [2.3166, 0.6394, -0.0698], [3.3320, -0.2748, -0.0711], [-3.7478, 0.1444, -0.3841], [-2.4092, 1.5107, -0.7822], [-2.8138, 1.0645, 0.9098], [1.2036, -1.1368, -0.3481], [2.5511, 1.7478, 0.1558], [3.0687, -1.2665, -0.0164], [4.3311, 0.2504, 0.1761], [-0.1491, 0.3697, 0.2187], [-1.5190, -0.6547, 0.0350]], "atomic_forces_ev_per_a": [[0.5, -0.3, 1.1], [0.6, 1.6, -0.6], [0.4, -1.2, 1.3], [1.0, 5.9, 1.0], [1.1, 1.0, 0.0], [-0.7, -1.1, 0.2], [-0.5, 0.1, -0.7], [-0.6, -0.3, 0.1], [-1.0, -2.0, -0.7], [0.3, -2.3, -0.2], [-1.2, -1.9, -0.8], [-0.1, -0.1, -0.3], [0.1, 0.5, -0.4]], "spin_multiplicity": 1, "total_energy_ha": -609.46436, "gap_ev": 8.9, "smiles": "C=C/C=N/SC", "relative_energy_ev": 2.561}


Q: Which formula does entry 2 have?
A: C5H10O